Entry from the OMol25 dataset: a cluster of 5 separate species, C42H65BrN2O8S in total (ωB97M-V with the def2-TZVPD basis set).

Last column: Löwdin charge in e.
Positions of all 119 atoms, in Å:
1 C 4.02 -3.94 1.40  -0.0840
2 C 2.98 -4.82 2.11  -0.2640
3 C 2.37 -4.20 3.38  -0.1763
4 C 2.14 -2.70 3.39  -0.2498
5 C 2.78 -1.97 4.38  0.0564
6 C 2.65 -0.59 4.51  -0.1954
7 O 3.28 0.05 5.49  -0.0248
8 C 3.34 -0.57 6.78  -0.1382
9 C 4.72 -1.14 7.10  -0.3384
10 C 4.59 -2.53 7.74  -0.0563
11 C 5.56 -0.21 8.00  -0.3911
12 C 5.57 1.22 7.46  -0.0687
13 C 7.01 -0.73 8.11  -0.0695
14 C 1.87 0.11 3.58  0.0090
15 C 1.22 -0.62 2.55  -0.0878
16 C 1.34 -2.00 2.49  -0.4834
17 Br 0.40 -3.04 1.22  0.9720
18 C 0.40 0.15 1.56  -0.2840
19 O -0.02 -0.31 0.53  0.0547
20 C 0.12 1.59 1.86  -0.1357
21 N -0.83 2.18 1.00  0.1179
22 C -0.52 2.64 -0.08  -0.7536
23 S -0.15 3.28 -1.45  0.8075
24 C 0.72 2.28 2.83  -0.0946
25 C 0.46 3.72 3.10  -0.1110
26 C -0.74 3.99 4.05  -0.1641
27 C -1.74 2.86 4.21  -0.2007
28 C -2.93 3.31 5.06  -0.1921
29 N -3.74 2.16 5.47  0.0531
30 C -5.10 2.20 5.26  -0.5458
31 C -5.77 0.88 4.98  -0.0050
32 O -5.73 3.24 5.30  0.0570
33 C 1.73 1.59 3.68  -0.2568
34 O 2.41 2.25 4.44  0.1322
35 H 4.24 -3.03 1.94  0.0685
36 H 3.69 -3.71 0.39  0.0589
37 H 4.96 -4.48 1.29  0.0700
38 H 3.46 -5.75 2.43  0.1042
39 H 2.19 -5.12 1.42  0.0428
40 H 1.42 -4.68 3.61  0.1166
41 H 3.03 -4.41 4.22  0.1064
42 H 3.41 -2.49 5.08  0.1111
43 H 3.10 0.23 7.48  0.1291
44 H 2.56 -1.32 6.87  0.1287
45 H 5.27 -1.25 6.16  0.1443
46 H 4.40 -3.31 6.99  0.0715
47 H 3.79 -2.55 8.48  0.0867
48 H 5.50 -2.81 8.25  0.0713
49 H 5.10 -0.22 8.99  0.1387
50 H 5.85 1.23 6.40  0.0930
51 H 6.26 1.84 8.03  0.0776
52 H 4.60 1.71 7.52  0.0728
53 H 7.20 -1.19 9.07  0.0747
54 H 7.73 0.07 7.96  0.0705
55 H 7.21 -1.49 7.35  0.0770
56 H 0.32 4.26 2.17  0.1137
57 H 1.35 4.13 3.57  0.1119
58 H -0.38 4.27 5.04  0.1155
59 H -1.27 4.86 3.66  0.1173
60 H -1.25 2.02 4.71  0.1194
61 H -2.12 2.53 3.24  0.1114
62 H -2.57 3.86 5.92  0.1209
63 H -3.54 4.00 4.48  0.1220
64 H -3.35 1.28 5.16  0.1123
65 H -5.99 0.81 3.92  0.0883
66 H -5.16 0.02 5.28  0.0731
67 H -6.71 0.84 5.52  0.0831
68 C 2.19 -5.52 -3.36  -0.1667
69 C 0.96 -4.81 -2.77  -0.1620
70 C 0.80 -5.53 -1.44  -0.2159
71 O 2.12 -5.91 -1.03  -0.1560
72 C 3.03 -5.74 -2.11  -0.2032
73 H 2.71 -4.94 -4.12  0.1114
74 H 1.90 -6.47 -3.80  0.1127
75 H 1.18 -3.75 -2.61  0.1157
76 H 0.07 -4.88 -3.40  0.1119
77 H 0.19 -6.44 -1.55  0.1203
78 H 0.36 -4.90 -0.67  0.0350
79 H 3.67 -4.87 -1.90  0.1113
80 H 3.67 -6.62 -2.18  0.1170
81 C -1.57 6.38 -4.73  -0.1624
82 C -0.27 7.18 -4.71  -0.1700
83 C 0.73 6.12 -4.25  -0.2169
84 O 0.24 4.87 -4.75  -0.1638
85 C -1.10 5.02 -5.22  -0.2017
86 H -2.34 6.81 -5.36  0.1114
87 H -1.97 6.30 -3.72  0.1132
88 H -0.02 7.52 -5.72  0.1120
89 H -0.29 8.05 -4.05  0.1093
90 H 0.78 6.08 -3.16  0.1034
91 H 1.74 6.29 -4.63  0.1154
92 H -1.09 4.98 -6.32  0.1205
93 H -1.71 4.20 -4.85  0.0969
94 C -3.35 0.69 -6.87  -0.1738
95 C -3.88 1.57 -8.00  -0.1705
96 C -4.22 2.85 -7.26  -0.1984
97 O -3.30 2.96 -6.18  -0.1675
98 C -2.61 1.71 -6.02  -0.2030
99 H -2.72 -0.12 -7.20  0.1091
100 H -4.18 0.26 -6.30  0.1113
101 H -3.09 1.75 -8.73  0.1174
102 H -4.73 1.13 -8.52  0.1000
103 H -5.24 2.82 -6.86  0.1161
104 H -4.13 3.74 -7.89  0.1155
105 H -1.57 1.84 -6.36  0.1199
106 H -2.58 1.46 -4.96  0.1188
107 C -6.37 -2.89 -9.05  -0.1676
108 C -5.27 -3.35 -10.01  -0.1685
109 C -4.40 -2.10 -10.09  -0.1981
110 O -4.51 -1.45 -8.82  -0.1667
111 C -5.59 -2.03 -8.07  -0.2065
112 H -6.89 -3.71 -8.55  0.1114
113 H -7.11 -2.29 -9.58  0.1140
114 H -4.71 -4.18 -9.57  0.1133
115 H -5.64 -3.67 -10.98  0.1109
116 H -4.76 -1.42 -10.87  0.1186
117 H -3.35 -2.33 -10.28  0.1176
118 H -5.17 -2.63 -7.26  0.1200
119 H -6.18 -1.22 -7.64  0.1163

Results
- net charge = 0
- max |F| (eV Å⁻¹) = 0.92
- E_tot (eV) = -144844.2526
- HOMO (eV) = -8.842
- Kohn-Sham gap (eV) = 7.7
- LUMO level (eV) = -1.12
- structure (SMILES) = CCCc1cc(OC[C@H](C)C(C)C)c2c(c1Br)C(=O)C(N=C=S)=C(CCCCNC(C)=O)C2=O.C1CCOC1.C1CCOC1.C1CCOC1.C1CCOC1

Entry from the OMol25 dataset: a cluster of 11 separate species, C42H66BrFN11O6S in total in a non-equilibrium geometry (ωB97M-V with the def2-TZVPD basis set).

Last column: Löwdin charge in e.
Positions of all 128 atoms, in Å:
1 C 7.03 -2.00 1.96  -0.1250
2 C 6.31 -1.52 0.53  -0.3779
3 C 6.98 -2.49 -0.63  -0.1216
4 C 6.66 0.07 0.37  -0.1670
5 C 5.88 0.79 -0.92  -0.2700
6 C 6.78 2.16 -1.24  -0.1118
7 C 4.38 1.36 -0.51  -0.1018
8 O 3.27 0.46 -0.97  -0.1496
9 O 2.24 0.82 -0.26  -0.0997
10 C 0.98 0.73 -1.08  -0.1694
11 O 1.02 0.92 -2.41  0.0253
12 C -0.39 0.41 -0.21  0.0578
13 C -1.03 1.58 0.79  0.1113
14 C -2.40 1.23 1.68  -0.0004
15 C -2.90 2.48 2.68  -0.1185
16 C -3.80 3.51 1.78  -0.2476
17 C -2.81 4.53 0.91  -0.0889
18 F -4.53 2.67 0.76  -0.1606
19 N -3.12 -0.12 1.62  -0.0490
20 C -4.34 -0.45 2.46  -0.1991
21 C -5.60 -1.08 1.64  -0.6529
22 C -5.63 -2.75 1.65  -0.1455
23 Br -5.86 -0.31 -0.21  0.6250
24 C -2.55 -1.22 0.70  0.0892
25 C -1.22 -1.02 -0.26  -0.0212
26 C -0.72 -2.27 -1.25  -0.1414
27 C -2.03 -2.97 -1.98  -0.2126
28 C -1.85 -3.23 -3.59  -0.2223
29 S -0.26 -4.16 -4.05  0.8064
30 O -0.65 -5.15 -5.21  -0.3830
31 O 0.34 -4.93 -2.85  -0.3504
32 O 0.81 -3.02 -4.76  -0.2103
33 H 6.64 -3.04 2.33  0.0645
34 H 6.79 -1.14 2.75  0.0635
35 H 8.21 -2.02 1.87  0.0948
36 H 5.17 -1.76 0.66  0.1300
37 H 6.98 -3.58 -0.20  0.0781
38 H 8.11 -2.20 -0.87  0.0967
39 H 6.31 -2.53 -1.61  0.0798
40 H 6.43 0.62 1.39  0.1007
41 H 7.82 0.16 0.12  0.1298
42 H 5.83 0.07 -1.86  0.1553
43 H 7.90 1.88 -1.53  0.0978
44 H 6.72 2.87 -0.30  0.0993
45 H 6.24 2.70 -2.14  0.0835
46 H 4.21 2.38 -1.11  0.1420
47 H 4.28 1.64 0.64  0.1365
48 H -0.47 2.61 0.87  0.1257
49 H -3.42 2.09 3.67  0.1199
50 H -1.90 3.02 3.04  0.1014
51 H -4.56 4.13 2.45  0.1552
52 H -2.80 4.24 -0.23  0.0887
53 H -1.71 4.54 1.33  0.0678
54 H -3.27 5.63 1.04  0.0996
55 H -3.98 -1.27 3.25  0.1471
56 H -4.75 0.44 3.10  0.0952
57 H -6.58 -0.77 2.24  0.0902
58 H -5.29 -3.23 0.63  0.0724
59 H -6.68 -3.16 2.04  0.1047
60 H -4.84 -3.12 2.46  0.0858
61 H -3.07 -2.29 0.63  0.1384
62 H -0.10 -1.76 -2.13  0.1095
63 H -0.03 -3.02 -0.69  0.1368
64 H -2.26 -3.95 -1.36  0.1295
65 H -3.00 -2.28 -1.86  0.1186
66 H -1.96 -2.23 -4.24  0.1130
67 H -2.73 -3.95 -3.92  0.1412
68 H 1.21 -2.49 -4.01  0.0939
69 C -0.79 -0.17 4.91  -0.0728
70 C -1.03 1.20 5.52  -0.2049
71 N -1.23 2.34 6.03  0.1073
72 H 0.07 -0.64 5.38  0.0802
73 H -1.67 -0.80 5.05  0.0727
74 H -0.60 -0.07 3.84  0.0542
75 C 0.87 -5.90 -7.62  -0.0912
76 C 1.01 -5.67 -9.12  -0.2117
77 N 1.13 -5.47 -10.36  0.0859
78 H 1.80 -6.33 -7.22  0.0818
79 H 0.67 -4.96 -7.11  0.0392
80 H 0.05 -6.59 -7.43  0.0777
81 C -0.50 6.55 5.59  -0.0890
82 C -1.57 5.92 4.71  -0.1564
83 N -2.46 5.40 3.97  0.1127
84 H -0.98 7.14 6.38  0.0806
85 H 0.10 5.76 6.05  0.0762
86 H 0.14 7.19 4.99  0.0407
87 C -1.92 -3.52 -8.79  -0.0783
88 C -3.23 -2.85 -9.20  -0.1867
89 N -4.31 -2.30 -9.53  0.0933
90 H -2.10 -4.23 -7.98  0.0698
91 H -1.50 -4.05 -9.65  0.0653
92 H -1.21 -2.76 -8.46  0.0780
93 C 3.80 0.01 3.40  -0.0682
94 C 5.01 0.82 3.84  -0.2210
95 N 6.01 1.49 4.21  0.1007
96 H 3.65 0.14 2.32  0.0476
97 H 3.96 -1.05 3.62  0.0575
98 H 2.91 0.36 3.93  0.0666
99 C 3.48 7.96 6.70  -0.0704
100 C 2.17 8.63 6.29  -0.1878
101 N 1.09 9.18 5.95  0.0988
102 H 3.30 7.25 7.51  0.0776
103 H 3.90 7.43 5.84  0.0776
104 H 4.19 8.72 7.03  0.0806
105 C 7.08 -4.89 5.44  -0.0729
106 C 5.77 -4.23 5.03  -0.2057
107 N 4.69 -3.68 4.70  0.0781
108 H 6.90 -5.60 6.25  0.0786
109 H 7.50 -5.43 4.58  0.0782
110 H 7.79 -4.14 5.78  0.0798
111 C -4.72 0.89 -8.64  -0.1003
112 C -4.02 2.21 -8.39  -0.2186
113 N -3.44 3.31 -8.19  0.0670
114 H -5.52 0.75 -7.91  0.0708
115 H -5.15 0.87 -9.64  0.0765
116 H -4.01 0.07 -8.54  0.0347
117 C -3.80 1.24 -3.65  -0.0623
118 C -4.03 -0.01 -4.48  -0.1931
119 N -4.22 -1.04 -5.17  0.0999
120 H -2.77 1.25 -3.26  0.0700
121 H -3.95 2.14 -4.26  0.0840
122 H -4.50 1.27 -2.81  0.0515
123 C -8.88 0.87 4.36  -0.0638
124 C -7.44 0.60 4.74  -0.1823
125 N -6.24 0.37 5.06  0.0953
126 H -9.27 0.04 3.75  0.0785
127 H -9.49 0.97 5.26  0.0846
128 H -8.95 1.79 3.77  0.0826

Results
- net charge = +1
- max |F| (eV Å⁻¹) = 10.14
- energy relative to the best compared isomer or geometry (same formula, charge and spin) (kcal/mol) = 509.8
- E_tot (eV) = -156859.4937
- HOMO (eV) = -12.107
- Kohn-Sham gap (eV) = 7.1
- LUMO level (eV) = -5.02